Below is C4H6FO4Rh as an isolated structure at a distorted geometry, with properties calculated with ωB97M-V/def2-TZVPD.

## Properties
Strongest force on any atom ... 0.08698 Eh/bohr
Spin multiplicity ... 5
LUMO level (alpha / beta) ... -9.57 / -11.71 eV
Frontier orbital gap (alpha / beta) ... 9.87 / 8.13 eV
Net charge ... +2

CARTESIAN COORDINATES (ANGSTROEM)
Rh1 -1.0608 1.0291 3.9198
F1 2.0662 -0.4115 0.5754
O1 0.5699 1.7737 3.1431
O2 -0.2028 -1.4941 -1.3308
O3 -0.7116 0.4250 2.0220
O4 0.9286 1.4812 0.9533
C1 1.0187 0.3201 0.1130
C2 0.2075 1.3332 2.0353
C3 -0.2900 -0.4645 0.2111
C4 -0.5487 -0.9733 -2.5708
H1 -1.6136 -1.1601 -2.8226
H2 0.0716 -1.4360 -3.3667
H3 -1.1297 0.1376 -0.1627
H4 -0.3947 0.1251 -2.6286
H5 1.2436 0.6918 -0.8898
H6 -0.1540 -1.3774 0.7989

=====

Below is C4H6FeO2 as an isolated structure at a distorted geometry, with properties calculated with ωB97M-V/def2-TZVPD.

## Properties
Strongest force on any atom ... 0.05075 Eh/bohr
Spin multiplicity ... 6
LUMO level (alpha / beta) ... -6.20 / -6.81 eV
Frontier orbital gap (alpha / beta) ... 8.11 / 7.49 eV
Net charge ... +1

CARTESIAN COORDINATES (ANGSTROEM)
Fe1 2.5678 0.5432 0.8332
O1 3.4186 0.3098 -0.7333
O2 -2.4253 1.0848 0.0770
C1 -1.1754 0.6326 -0.3955
C2 1.7027 -1.3078 -0.2453
C3 -0.6590 -0.4004 0.6024
C4 0.7306 -0.8036 0.3603
H1 -0.4597 1.4685 -0.4783
H2 -1.2700 0.1675 -1.3905
H3 -1.2831 -1.3070 0.5428
H4 -0.7374 0.0109 1.6213
H5 2.3334 -2.1939 -0.3082
H6 -2.7431 1.7954 -0.4860

=====

Below is C4H6GdO3 as an isolated structure at a distorted geometry, with properties calculated with ωB97M-V/def2-TZVPD.

## Properties
Strongest force on any atom ... 0.07983 Eh/bohr
Spin multiplicity ... 8
LUMO level (alpha / beta) ... -18.01 / -13.96 eV
Frontier orbital gap (alpha / beta) ... 5.12 / 9.29 eV
Net charge ... +3

CARTESIAN COORDINATES (ANGSTROEM)
Gd1 -3.7560 1.0909 -0.4837
O1 -0.1306 -0.7566 0.0952
O2 -2.3381 -0.6315 0.5532
O3 -1.3275 0.9785 -0.5117
C1 0.0687 -1.7918 1.0815
C2 -1.3212 -0.2108 -0.0424
C3 2.1215 1.5401 -0.4358
C4 1.6884 1.5586 -1.5727
H1 1.1460 1.7413 -2.4918
H2 -0.1661 -1.3978 2.0750
H3 1.1269 -2.0557 1.0118
H4 -0.5698 -2.6461 0.8381
H5 2.7696 1.4474 0.4280
H6 0.6884 1.1336 -0.5447

=====

Below is C4H6HgO3 as an isolated structure at a distorted geometry, with properties calculated with ωB97M-V/def2-TZVPD.

## Properties
Strongest force on any atom ... 0.11796 Eh/bohr
LUMO level ... 5.72 eV
Frontier orbital gap ... 4.26 eV
Net charge ... -2

CARTESIAN COORDINATES (ANGSTROEM)
Hg1 2.5717 2.0940 1.6681
O1 2.5095 0.3142 2.5226
O2 -1.7136 0.1953 -3.1003
O3 2.1269 -0.1233 1.2026
C1 -0.6521 0.1878 -0.8856
C2 -1.7361 0.1786 -1.6960
C3 0.8148 -0.6862 1.2318
C4 -0.3680 0.0113 0.8815
H1 -1.3148 -0.3556 1.2966
H2 0.2657 -0.1108 2.2919
H3 0.2964 0.0816 -1.4472
H4 0.9142 -1.6907 0.7946
H5 -2.7706 0.1996 -1.3350
H6 -0.9440 -0.2958 -3.4255

=====

Below is C4H6HoO3 as an isolated structure at a distorted geometry, with properties calculated with ωB97M-V/def2-TZVPD.

## Properties
Strongest force on any atom ... 0.13814 Eh/bohr
Spin multiplicity ... 6
LUMO level (alpha / beta) ... -20.80 / -23.27 eV
Frontier orbital gap (alpha / beta) ... 6.26 / 4.03 eV
Net charge ... +4

CARTESIAN COORDINATES (ANGSTROEM)
Ho1 2.3543 2.7480 -0.0036
O1 -0.9931 -0.3292 0.2246
O2 0.8677 -1.3109 -0.1931
O3 0.9006 0.9105 0.1533
C1 2.3048 -1.5280 -0.1213
C2 -2.9500 0.9527 0.3821
C3 0.3796 -0.1790 0.0581
C4 -1.8102 0.5097 -0.3043
H1 2.6660 -1.1658 0.8468
H2 -2.9484 0.8717 1.4718
H3 -3.5114 1.7768 -0.0624
H4 2.4265 -2.6075 -0.2154
H5 2.7769 -0.9958 -0.9538
H6 -2.4634 0.3467 -1.2828

=====

Below is C4H6I2 as an isolated structure at a distorted geometry, with properties calculated with ωB97M-V/def2-TZVPD.

## Properties
Strongest force on any atom ... 0.09198 Eh/bohr
Spin multiplicity ... 3
LUMO level (alpha / beta) ... 0.08 / -2.16 eV
Frontier orbital gap (alpha / beta) ... 6.61 / 6.77 eV

CARTESIAN COORDINATES (ANGSTROEM)
I1 1.7678 1.8098 0.7718
I2 -2.1278 2.0652 0.2416
C1 0.8444 -1.0773 0.0232
C2 -0.2454 -1.0200 1.0358
C3 -0.5268 0.8881 -1.0229
C4 0.5343 0.3172 -0.2501
H1 0.0769 -0.6495 1.9861
H2 -1.2057 0.0581 -1.4881
H3 -1.2165 -1.1190 0.7098
H4 0.5345 -1.6932 -0.8116
H5 1.8117 -1.3159 0.3334
H6 -0.2474 1.7363 -1.5290

=====

Below is C4H6I2O as an isolated structure at a distorted geometry, with properties calculated with ωB97M-V/def2-TZVPD.

## Properties
Strongest force on any atom ... 0.07285 Eh/bohr
LUMO level ... -1.02 eV
Frontier orbital gap ... 8.46 eV

CARTESIAN COORDINATES (ANGSTROEM)
I1 -2.5729 -2.6202 1.4376
I2 0.9712 -2.1511 1.8798
O1 -1.1934 -0.0832 1.9001
C1 0.5653 1.6692 -0.0833
C2 0.5938 0.5626 -1.1137
C3 -0.0800 -0.5613 -1.3904
C4 -0.9325 -1.2205 1.7970
H1 0.1838 -1.3202 -2.1437
H2 -1.0319 -0.7085 -0.9881
H3 1.3669 1.2793 0.7478
H4 1.5671 0.7382 -1.7060
H5 -0.3605 1.8345 0.3235
H6 0.9231 2.5811 -0.6608

=====

Below is C4H6INS in the gas phase at a distorted geometry, with properties calculated with ωB97M-V/def2-TZVPD.

## Properties
Strongest force on any atom ... 0.09878 Eh/bohr
LUMO level ... -0.10 eV
Frontier orbital gap ... 7.75 eV

CARTESIAN COORDINATES (ANGSTROEM)
I1 3.3338 -0.3164 -0.1774
S1 -0.1732 0.7461 -0.8543
N1 -0.2699 1.8671 0.4985
C1 1.3275 -1.2176 0.5245
C2 0.2965 1.0640 1.3115
C3 0.2103 -0.3614 0.5235
C4 -1.9131 0.1529 -1.2881
H1 0.7748 1.3477 2.3216
H2 1.7758 -1.7205 1.4348
H3 -2.6370 0.8673 -0.7604
H4 1.1777 -2.0223 -0.2405
H5 -2.0486 0.4153 -2.3933
H6 -1.8548 -0.8222 -0.9004

=====

Below is an isolated ion of composition C4H6IO3 and charge -1 at a distorted geometry, with properties calculated with ωB97M-V/def2-TZVPD.

## Properties
Strongest force on any atom ... 0.07638 Eh/bohr
LUMO level ... 2.97 eV
Frontier orbital gap ... 7.67 eV
Net charge ... -1

CARTESIAN COORDINATES (ANGSTROEM)
I1 2.5753 1.2267 -0.8185
O1 -0.0416 2.6148 0.8720
O2 -1.2812 1.7437 -0.8269
O3 1.0919 0.2180 1.4592
C1 -0.3634 1.8343 -0.0058
C2 -0.9899 -1.3788 -0.0154
C3 0.2725 -0.8163 -0.6702
C4 0.6629 0.5366 -0.0616
H1 -1.9656 -0.8165 -0.1627
H2 -0.7054 -1.6580 1.0491
H3 0.6794 0.9327 1.9055
H4 -1.1980 -2.3394 -0.4122
H5 1.1084 -1.3814 -0.5958
H6 0.1546 -0.7165 -1.7168

=====

Below is C4H6KO4 as an isolated structure at a distorted geometry, with properties calculated with ωB97M-V/def2-TZVPD.

## Properties
Strongest force on any atom ... 0.09744 Eh/bohr
Spin multiplicity ... 2
LUMO level (alpha / beta) ... -0.76 / -4.97 eV
Frontier orbital gap (alpha / beta) ... 6.09 / 1.86 eV

CARTESIAN COORDINATES (ANGSTROEM)
K1 -0.8504 -0.5434 1.3445
O1 -3.1332 3.1809 -0.4796
O2 -1.4990 1.9831 0.3767
O3 0.4884 -3.1813 1.6596
O4 1.8761 -4.8408 1.5418
C1 1.3683 -3.7925 1.0801
C2 1.7156 -3.2542 -0.3053
C3 -1.9325 2.9697 -0.2407
C4 -0.9764 4.0962 -0.6427
H1 -0.0974 4.1633 -0.0017
H2 1.9777 -4.1704 -0.8344
H3 -1.4836 5.0602 -0.6819
H4 0.8222 -3.0018 -0.8765
H5 2.4607 -2.4590 -0.2790
H6 -0.7367 3.7900 -1.6610

=====

Below is C4H6LaO7 as an isolated structure at a distorted geometry, with properties calculated with ωB97M-V/def2-TZVPD.

## Properties
Strongest force on any atom ... 0.06964 Eh/bohr
LUMO level (alpha / beta) ... -5.99 / -6.01 eV
Frontier orbital gap (alpha / beta) ... 6.67 / 5.72 eV
Net charge ... +1

CARTESIAN COORDINATES (ANGSTROEM)
La1 1.2982 -4.8130 3.1119
O1 1.4513 -1.9800 2.3453
O2 0.1894 -0.9760 0.7622
O3 0.0512 2.6131 -2.3671
O4 -2.4915 -1.8393 -1.7825
O5 -2.0771 2.5275 -1.6318
O6 -0.5568 1.5115 -0.4969
O7 0.0257 -3.1434 1.1569
C1 0.7897 1.1010 -0.2653
C2 -0.7939 2.1816 -1.6173
C3 0.8544 0.2747 0.9886
C4 0.5442 -2.0270 1.4593
H1 1.9055 0.0932 1.2383
H2 1.4138 1.9953 -0.1406
H3 0.3621 0.7808 1.8282
H4 1.1682 0.5258 -1.1199
H5 -1.8762 -1.8743 -1.0453
H6 -2.2584 3.0484 -2.4239

=====

Below is C4H6LuO as an isolated structure at a distorted geometry, with properties calculated with ωB97M-V/def2-TZVPD.

## Properties
Strongest force on any atom ... 0.13551 Eh/bohr
LUMO level ... -16.45 eV
Frontier orbital gap ... 6.67 eV
Net charge ... +3

CARTESIAN COORDINATES (ANGSTROEM)
Lu1 3.0099 1.2873 0.7110
O1 1.6349 0.1246 -0.3554
C1 0.9558 -1.0656 -0.3897
C2 -1.4874 1.5918 -0.0636
C3 -0.9991 0.4260 0.1010
C4 -0.3863 -0.8165 0.3400
H1 -1.2333 -1.3985 -0.1600
H2 1.4764 -1.8596 0.1724
H3 -1.0314 2.4431 0.4594
H4 -2.2698 1.7883 -0.8073
H5 -0.4081 -1.0991 1.4034
H6 0.7383 -1.4219 -1.4111

=====

Repeat the seventh record exactly.
Below is C4H6I2O as an isolated structure at a distorted geometry, with properties calculated with ωB97M-V/def2-TZVPD.

## Properties
Strongest force on any atom ... 0.07285 Eh/bohr
LUMO level ... -1.02 eV
Frontier orbital gap ... 8.46 eV

CARTESIAN COORDINATES (ANGSTROEM)
I1 -2.5729 -2.6202 1.4376
I2 0.9712 -2.1511 1.8798
O1 -1.1934 -0.0832 1.9001
C1 0.5653 1.6692 -0.0833
C2 0.5938 0.5626 -1.1137
C3 -0.0800 -0.5613 -1.3904
C4 -0.9325 -1.2205 1.7970
H1 0.1838 -1.3202 -2.1437
H2 -1.0319 -0.7085 -0.9881
H3 1.3669 1.2793 0.7478
H4 1.5671 0.7382 -1.7060
H5 -0.3605 1.8345 0.3235
H6 0.9231 2.5811 -0.6608